[1]
{
  "formula": "C15H45N3O6",
  "method": "the ωB97M-V functional and the def2-TZVPD basis",
  "elements": ["C", "O", "H", "H", "H", "H", "C", "O", "H", "H", "H", "H", "C", "O", "H", "H", "H", "H", "C", "C", "C", "O", "C", "N", "H", "H", "H", "H", "H", "H", "H", "H", "H", "H", "H", "C", "C", "C", "O", "C", "N", "H", "H", "H", "H", "H", "H", "H", "H", "H", "H", "H", "C", "C", "C", "O", "C", "N", "H", "H", "H", "H", "H", "H", "H", "H", "H", "H", "H"],
  "xyz": [[1.00, -0.59, 0.53], [0.68, 0.26, -0.51], [0.53, -1.55, 0.34], [2.08, -0.70, 0.63], [0.78, -0.11, 1.48], [-0.27, 0.18, -0.60], [2.11, 1.89, 0.70], [3.36, 2.65, 0.62], [1.40, 2.34, 0.00], [2.34, 0.87, 0.40], [1.60, 1.80, 1.66], [3.99, 2.12, 0.14], [1.28, -2.43, 2.65], [1.18, -1.11, 3.27], [0.76, -3.30, 3.05], [0.88, -2.21, 1.66], [2.29, -2.83, 2.51], [0.36, -0.64, 3.09], [-1.20, -2.54, -0.38], [-1.69, -1.29, -1.03], [-3.22, -1.26, -1.12], [-3.76, 0.01, -1.49], [-5.05, -0.04, -2.12], [-1.32, -0.25, -0.06], [-1.61, -2.96, 0.54], [-0.11, -2.50, -0.39], [-1.25, -3.37, -1.08], [-1.20, -1.15, -1.99], [-3.63, -1.64, -0.19], [-3.64, -2.06, -1.72], [-5.00, -0.52, -3.09], [-5.37, 1.00, -2.11], [-5.68, -0.68, -1.50], [-2.12, -0.26, 0.55], [-1.41, 0.64, -0.53], [-0.43, 1.82, 1.06], [-0.35, 1.29, 2.46], [-1.22, 2.07, 3.47], [-2.59, 2.20, 2.93], [-3.33, 3.12, 3.70], [-0.62, -0.19, 2.45], [0.45, 1.36, 0.63], [-0.34, 2.90, 1.10], [-1.34, 1.52, 0.53], [0.71, 1.36, 2.70], [-0.77, 3.04, 3.64], [-1.24, 1.66, 4.49], [-4.33, 3.09, 3.28], [-2.93, 4.10, 3.44], [-3.22, 2.92, 4.76], [-0.77, -0.42, 3.42], [-1.55, -0.11, 2.05], [0.76, -0.53, -2.87], [2.02, -0.11, -2.14], [3.15, -0.26, -3.17], [3.31, -1.66, -3.30], [4.53, -1.97, -4.17], [1.83, 1.23, -1.55], [0.36, -1.31, -2.22], [1.00, -1.02, -3.82], [-0.01, 0.18, -3.17], [2.31, -0.85, -1.39], [4.01, 0.35, -2.87], [2.80, 0.00, -4.17], [4.59, -2.96, -4.63], [5.50, -1.97, -3.68], [4.75, -1.23, -4.94], [2.69, 1.55, -1.13], [1.16, 1.07, -0.81]],
  "charge": 0,
  "de_lowest_ev": 19.8588,
  "fmax_ev_per_a": 14.47,
  "total_energy_ha": -1213.3822,
  "homo_lumo_gap_ha": 0.251
}


[2]
{
  "formula": "C15H45N3O9",
  "method": "the ωB97M-V functional and the def2-TZVPD basis",
  "elements": ["C", "N", "C", "C", "O", "H", "H", "H", "H", "H", "H", "H", "C", "N", "C", "C", "O", "H", "H", "H", "H", "H", "H", "H", "C", "N", "C", "C", "O", "H", "H", "H", "H", "H", "H", "H", "C", "O", "H", "H", "H", "H", "C", "O", "H", "H", "H", "H", "C", "O", "H", "H", "H", "H", "C", "O", "H", "H", "H", "H", "C", "O", "H", "H", "H", "H", "C", "O", "H", "H", "H", "H"],
  "xyz": [[-19.69, -14.17, -9.18], [-18.95, -13.47, -10.27], [-19.04, -12.13, -10.42], [-18.00, -11.47, -11.31], [-19.76, -11.48, -9.72], [-20.19, -15.00, -9.70], [-20.41, -13.44, -8.73], [-19.11, -14.50, -8.33], [-18.71, -14.03, -11.08], [-17.31, -11.06, -10.62], [-18.36, -10.68, -12.00], [-17.51, -12.24, -11.95], [-9.76, -9.85, -7.56], [-10.10, -9.56, -6.13], [-9.81, -10.45, -5.15], [-10.24, -10.09, -3.72], [-9.33, -11.60, -5.35], [-10.02, -8.97, -8.14], [-10.28, -10.69, -8.08], [-8.70, -10.12, -7.67], [-10.42, -8.64, -5.99], [-11.27, -10.29, -3.48], [-9.95, -9.07, -3.49], [-9.67, -10.81, -3.18], [-12.15, -7.04, -11.93], [-12.53, -7.13, -10.51], [-11.68, -7.04, -9.46], [-12.41, -6.89, -8.15], [-10.49, -7.16, -9.55], [-11.07, -7.23, -11.90], [-12.39, -6.05, -12.34], [-12.70, -7.83, -12.49], [-13.51, -7.21, -10.29], [-11.78, -7.15, -7.24], [-13.32, -7.44, -8.17], [-12.62, -5.81, -8.10], [-13.88, -14.09, -4.11], [-13.33, -14.27, -5.34], [-14.92, -14.10, -4.13], [-13.47, -14.93, -3.48], [-13.61, -13.17, -3.71], [-13.56, -15.17, -5.59], [-14.19, -10.12, -10.52], [-15.12, -9.28, -9.81], [-14.51, -11.16, -10.69], [-14.00, -9.61, -11.51], [-13.39, -10.20, -9.90], [-15.64, -9.89, -9.28], [-19.06, -10.78, -6.21], [-18.94, -11.78, -7.17], [-18.55, -11.12, -5.29], [-18.50, -9.84, -6.46], [-20.14, -10.63, -5.92], [-19.42, -11.49, -7.96], [-12.39, -17.73, -5.78], [-13.68, -17.13, -5.61], [-12.11, -18.39, -4.97], [-12.38, -18.32, -6.71], [-11.67, -16.93, -5.93], [-14.37, -17.82, -5.74], [-9.82, -14.60, -3.95], [-8.67, -13.86, -3.62], [-10.17, -14.13, -4.88], [-9.46, -15.63, -4.23], [-10.60, -14.62, -3.14], [-8.55, -13.31, -4.32], [-15.37, -11.49, -7.10], [-16.16, -11.65, -8.26], [-14.80, -12.33, -6.70], [-14.62, -10.74, -7.29], [-16.05, -11.14, -6.28], [-17.09, -11.89, -8.08]],
  "charge": 0,
  "de_lowest_ev": 0.0000,
  "fmax_ev_per_a": 4.51,
  "total_energy_ha": -1439.8453,
  "homo_lumo_gap_ha": 0.358
}


[3]
{
  "formula": "C15H46BBr2ClF3N16O11P2",
  "method": "the ωB97M-V functional and the def2-TZVPD basis",
  "elements": ["C", "C", "Cl", "C", "B", "C", "C", "C", "F", "Br", "C", "F", "F", "Br", "P", "P", "O", "O", "O", "H", "H", "H", "H", "H", "H", "H", "H", "H", "H", "H", "H", "H", "H", "C", "O", "N", "N", "H", "H", "H", "H", "C", "O", "N", "N", "H", "H", "H", "H", "C", "O", "N", "N", "H", "H", "H", "H", "C", "O", "N", "N", "H", "H", "H", "H", "C", "O", "N", "N", "H", "H", "H", "H", "C", "O", "N", "N", "H", "H", "H", "H", "C", "O", "N", "N", "H", "H", "H", "H", "C", "O", "N", "N", "H", "H", "H", "H"],
  "xyz": [[0.09, -1.76, -5.02], [0.44, -3.21, -4.79], [2.21, -3.51, -5.06], [-0.07, -3.83, -3.50], [0.25, -3.12, -2.05], [1.82, -2.77, -1.71], [2.35, -1.40, -2.10], [3.71, -1.03, -1.55], [3.97, 0.25, -1.97], [3.73, -0.97, 0.38], [4.90, -1.85, -2.07], [6.02, -1.42, -1.47], [4.79, -3.12, -1.78], [5.21, -1.60, -3.96], [-0.96, -1.56, -1.70], [-2.76, -2.40, -0.88], [-3.82, -2.62, -1.87], [-2.49, -3.80, -0.14], [-3.28, -1.44, 0.31], [0.44, -1.46, -6.00], [0.41, -1.10, -4.23], [-1.00, -1.72, -5.06], [-0.03, -3.75, -5.60], [-1.14, -3.97, -3.62], [0.37, -4.82, -3.44], [-0.08, -3.94, -1.21], [1.94, -2.86, -0.63], [2.42, -3.55, -2.16], [1.71, -0.59, -1.77], [2.45, -1.28, -3.18], [-0.43, -0.75, -0.67], [-2.71, -4.53, -0.74], [-3.04, -1.87, 1.15], [2.17, -7.52, -3.01], [1.16, -6.91, -3.26], [3.37, -6.89, -2.84], [2.20, -8.89, -2.87], [4.23, -7.37, -2.63], [3.38, -5.89, -2.93], [1.33, -9.37, -2.99], [3.03, -9.41, -2.67], [4.24, -0.13, 4.20], [3.09, -0.24, 3.80], [4.68, -0.73, 5.35], [5.18, 0.60, 3.54], [5.62, -0.65, 5.69], [4.02, -1.29, 5.86], [4.89, 1.05, 2.68], [6.12, 0.71, 3.84], [3.24, 4.56, 3.29], [3.21, 5.71, 3.72], [3.30, 4.30, 1.96], [3.23, 3.47, 4.11], [3.34, 3.37, 1.58], [3.33, 5.08, 1.33], [3.18, 3.64, 5.10], [3.26, 2.53, 3.78], [-6.36, -3.18, 2.48], [-5.85, -4.04, 3.18], [-5.90, -2.86, 1.24], [-7.44, -2.44, 2.89], [-6.32, -2.15, 0.66], [-5.11, -3.36, 0.88], [-7.81, -2.65, 3.80], [-7.88, -1.73, 2.33], [-7.22, -0.85, -2.38], [-6.48, 0.10, -2.17], [-8.52, -0.65, -2.77], [-6.85, -2.14, -2.20], [-9.19, -1.38, -2.94], [-8.81, 0.30, -2.88], [-5.91, -2.33, -1.89], [-7.48, -2.91, -2.34], [-9.36, 0.72, 0.91], [-8.72, -0.24, 1.31], [-9.16, 1.29, -0.32], [-10.35, 1.31, 1.66], [-9.68, 2.07, -0.66], [-8.43, 0.89, -0.89], [-10.52, 0.91, 2.57], [-10.89, 2.09, 1.36], [5.97, 6.68, 1.31], [4.84, 6.56, 0.86], [6.34, 6.11, 2.49], [6.93, 7.41, 0.67], [7.26, 6.20, 2.88], [5.64, 5.59, 2.99], [6.68, 7.84, -0.20], [7.86, 7.53, 1.03], [3.04, 9.56, 3.65], [2.41, 9.45, 4.69], [3.43, 10.79, 3.16], [3.41, 8.49, 2.88], [3.94, 10.90, 2.31], [3.17, 11.59, 3.69], [3.15, 7.56, 3.18], [3.92, 8.59, 2.03]],
  "charge": -1,
  "fmax_ev_per_a": 1.67,
  "total_energy_ha": -8918.8025,
  "homo_lumo_gap_ha": 0.224
}


[4]
{
  "formula": "C15H46KNO11",
  "method": "the ωB97M-V functional and the def2-TZVPD basis",
  "elements": ["K", "N", "O", "O", "O", "O", "H", "H", "O", "H", "H", "O", "H", "H", "C", "C", "C", "O", "H", "H", "H", "H", "H", "H", "H", "H", "C", "C", "C", "O", "H", "H", "H", "H", "H", "H", "H", "H", "C", "C", "C", "O", "H", "H", "H", "H", "H", "H", "H", "H", "C", "C", "C", "O", "H", "H", "H", "H", "H", "H", "H", "H", "C", "C", "C", "O", "H", "H", "H", "H", "H", "H", "H", "H"],
  "xyz": [[4.22, -3.09, -4.01], [0.55, 0.02, -1.99], [-0.04, 0.65, -2.85], [-0.17, -0.58, -1.17], [1.79, 0.01, -2.01], [-3.41, 2.18, 0.31], [-2.77, 1.85, -0.32], [-4.24, 1.81, 0.01], [0.86, 2.21, -6.48], [0.89, 1.57, -7.18], [0.40, 1.76, -5.77], [4.85, 0.70, -4.82], [4.93, 1.45, -5.41], [4.30, 1.02, -4.10], [5.67, 1.26, 2.04], [6.16, 2.73, 2.21], [5.24, 3.78, 1.58], [6.11, 3.11, 3.54], [6.41, 0.53, 2.36], [5.43, 0.94, 1.02], [4.83, 1.11, 2.71], [7.18, 2.88, 1.87], [5.18, 3.73, 0.49], [5.56, 4.79, 1.81], [4.18, 3.56, 1.74], [6.01, 4.06, 3.56], [-4.76, -2.12, 2.51], [-3.94, -1.96, 3.81], [-4.38, -2.87, 5.00], [-2.57, -2.25, 3.62], [-4.88, -3.17, 2.27], [-4.28, -1.71, 1.62], [-5.78, -1.76, 2.58], [-3.86, -0.91, 4.08], [-3.72, -2.66, 5.84], [-4.25, -3.90, 4.67], [-5.42, -2.78, 5.31], [-2.33, -2.04, 2.71], [0.98, 7.30, -0.53], [0.45, 6.01, -1.21], [-0.91, 6.29, -1.82], [1.33, 5.64, -2.25], [1.05, 8.13, -1.23], [1.93, 7.17, 0.01], [0.25, 7.65, 0.20], [0.26, 5.23, -0.47], [-1.58, 6.65, -1.04], [-1.31, 5.40, -2.32], [-0.91, 7.10, -2.55], [0.99, 4.82, -2.62], [-4.37, -1.38, -3.86], [-4.59, -2.74, -3.19], [-5.07, -3.83, -4.11], [-3.32, -3.22, -2.70], [-3.85, -1.44, -4.81], [-3.71, -0.75, -3.26], [-5.24, -0.76, -4.09], [-5.32, -2.69, -2.39], [-5.70, -4.55, -3.58], [-4.35, -4.31, -4.77], [-5.76, -3.43, -4.85], [-2.96, -2.43, -2.30], [2.15, -3.93, 2.82], [1.40, -5.24, 2.95], [2.22, -6.53, 3.07], [0.67, -5.12, 4.10], [2.79, -3.85, 1.94], [2.81, -3.81, 3.68], [1.46, -3.11, 2.62], [0.73, -5.31, 2.09], [2.80, -6.56, 3.99], [2.96, -6.52, 2.26], [1.67, -7.46, 3.00], [0.12, -4.33, 4.08]],
  "charge": 0,
  "de_lowest_ev": 3.3674,
  "fmax_ev_per_a": 2.64,
  "total_energy_ha": -2081.2103,
  "homo_lumo_gap_ha": 0.197
}


[5]
{
  "formula": "C15H46O22S3",
  "method": "the ωB97M-V functional and the def2-TZVPD basis",
  "elements": ["C", "C", "O", "S", "C", "O", "O", "H", "H", "H", "H", "H", "H", "H", "H", "C", "C", "O", "S", "C", "O", "O", "H", "H", "H", "H", "H", "H", "H", "H", "C", "C", "O", "S", "C", "O", "O", "H", "H", "H", "H", "H", "H", "H", "H", "O", "C", "O", "C", "C", "O", "H", "H", "H", "H", "O", "C", "O", "C", "C", "O", "H", "H", "H", "H", "O", "H", "H", "O", "H", "H", "O", "H", "H", "O", "H", "H", "O", "H", "H", "O", "H", "H", "O", "H", "H"],
  "xyz": [[18.90, 9.49, 6.33], [18.75, 8.49, 7.43], [19.15, 9.16, 8.65], [20.40, 8.73, 9.50], [19.91, 7.16, 10.14], [21.53, 8.57, 8.63], [20.46, 9.64, 10.59], [19.90, 9.72, 5.98], [18.43, 10.43, 6.59], [18.36, 9.14, 5.44], [17.67, 8.31, 7.53], [19.16, 7.50, 7.25], [18.94, 7.37, 10.59], [20.63, 6.85, 10.89], [19.81, 6.49, 9.30], [17.36, 15.57, 8.12], [18.47, 14.59, 8.27], [18.20, 13.50, 9.18], [17.96, 13.82, 10.71], [18.98, 12.56, 11.41], [18.48, 15.10, 11.07], [16.58, 13.57, 10.99], [16.39, 15.07, 8.15], [17.43, 16.08, 7.16], [17.38, 16.31, 8.92], [18.80, 14.09, 7.36], [19.44, 15.05, 8.50], [20.00, 12.90, 11.24], [18.77, 11.64, 10.88], [18.83, 12.52, 12.49], [16.68, 6.70, 15.45], [17.94, 7.55, 15.42], [19.08, 6.82, 15.93], [20.22, 6.46, 14.91], [20.86, 8.04, 14.48], [21.20, 5.73, 15.63], [19.67, 5.85, 13.74], [16.53, 6.20, 16.40], [16.69, 5.92, 14.69], [15.85, 7.35, 15.16], [18.06, 7.95, 14.41], [17.79, 8.41, 16.08], [21.94, 8.03, 14.48], [20.41, 8.85, 15.04], [20.57, 8.23, 13.45], [21.76, 14.61, 6.49], [21.93, 13.67, 7.19], [23.13, 13.24, 7.60], [22.99, 11.98, 8.27], [21.47, 11.85, 8.54], [20.96, 12.84, 7.61], [23.37, 11.17, 7.65], [23.56, 12.05, 9.19], [21.13, 12.04, 9.54], [21.21, 10.92, 8.06], [22.39, 11.27, 11.78], [23.37, 10.64, 11.64], [24.56, 11.13, 11.25], [25.57, 10.12, 11.30], [24.83, 8.87, 11.79], [23.46, 9.31, 11.87], [25.97, 9.97, 10.29], [26.38, 10.44, 11.95], [25.11, 8.51, 12.78], [24.88, 8.04, 11.10], [19.65, 10.24, 3.01], [19.67, 9.89, 2.11], [20.38, 9.81, 3.46], [15.70, 10.54, 6.09], [15.20, 10.27, 5.32], [16.08, 11.41, 5.86], [20.55, 4.11, 9.69], [21.07, 3.64, 9.03], [19.83, 4.52, 9.19], [17.16, 12.93, 5.60], [17.86, 13.08, 4.95], [17.62, 12.75, 6.43], [23.40, 6.13, 9.38], [23.26, 6.12, 10.34], [23.31, 7.05, 9.12], [22.32, 4.86, 11.74], [21.92, 4.48, 12.53], [21.66, 4.72, 11.02], [17.63, 5.49, 8.58], [17.16, 4.86, 9.13], [17.41, 5.24, 7.67]],
  "charge": 0,
  "fmax_ev_per_a": 2.38,
  "total_energy_ha": -3448.9565,
  "homo_lumo_gap_ha": 0.379
}


[6]
{
  "formula": "C15H47NO9",
  "method": "the ωB97M-V functional and the def2-TZVPD basis",
  "elements": ["C", "C", "C", "C", "C", "C", "C", "C", "C", "N", "O", "H", "H", "H", "H", "H", "H", "H", "H", "H", "H", "H", "H", "H", "H", "H", "H", "H", "H", "H", "C", "O", "H", "H", "H", "H", "C", "O", "H", "H", "H", "H", "C", "O", "H", "H", "H", "H", "C", "O", "H", "H", "H", "H", "C", "O", "H", "H", "H", "H", "C", "O", "H", "H", "H", "H", "O", "H", "H", "O", "H", "H"],
  "xyz": [[0.58, -3.77, 2.66], [0.94, -2.45, 1.98], [0.02, -2.27, 0.77], [0.70, -1.26, 2.91], [1.74, -1.16, 3.99], [3.16, -1.13, 3.39], [3.46, -2.28, 2.42], [4.72, -1.90, 1.67], [3.71, -3.55, 3.22], [2.34, -2.38, 1.48], [2.59, -3.51, 0.64], [0.86, -3.81, 3.72], [1.00, -4.64, 2.17], [-0.51, -3.90, 2.66], [0.19, -1.31, 0.27], [-1.03, -2.38, 1.05], [0.21, -3.05, 0.02], [0.67, -0.33, 2.33], [-0.29, -1.39, 3.33], [1.62, -1.92, 4.77], [1.65, -0.21, 4.55], [3.88, -1.22, 4.21], [3.29, -0.16, 2.91], [4.99, -2.53, 0.82], [4.63, -0.91, 1.21], [5.55, -1.85, 2.37], [4.52, -3.37, 3.94], [2.87, -3.79, 3.88], [3.99, -4.40, 2.61], [2.65, -3.13, -0.24], [3.10, 0.88, -0.59], [1.98, 0.12, -1.05], [2.92, 1.94, -0.71], [3.40, 0.66, 0.44], [3.96, 0.64, -1.22], [2.27, -0.79, -1.15], [-4.83, -2.20, -2.63], [-4.73, -3.01, -3.80], [-5.35, -2.72, -1.82], [-3.84, -1.92, -2.28], [-5.40, -1.31, -2.88], [-4.51, -3.90, -3.49], [0.41, 2.46, 1.96], [-0.01, 3.80, 2.18], [-0.43, 1.81, 1.73], [1.16, 2.37, 1.17], [0.82, 2.06, 2.90], [0.75, 4.38, 2.13], [-1.48, 0.67, -2.06], [-0.60, 1.28, -1.14], [-1.93, -0.24, -1.66], [-2.31, 1.37, -2.19], [-1.01, 0.46, -3.02], [0.24, 0.81, -1.06], [-6.15, 3.60, -3.50], [-4.76, 3.90, -3.25], [-6.50, 4.14, -4.38], [-6.30, 2.53, -3.60], [-6.69, 3.94, -2.61], [-4.23, 3.46, -3.92], [0.14, 3.37, -4.43], [1.19, 3.59, -5.35], [-0.43, 2.46, -4.64], [0.55, 3.27, -3.41], [-0.53, 4.22, -4.46], [1.89, 2.96, -5.18], [-4.56, 2.77, -0.70], [-3.65, 3.01, -0.46], [-4.69, 3.16, -1.57], [-1.79, 3.53, -0.22], [-1.49, 3.70, 0.68], [-1.33, 2.72, -0.48]],
  "charge": 0,
  "de_lowest_ev": 2.4232,
  "fmax_ev_per_a": 1.14,
  "total_energy_ha": -1331.4882,
  "homo_lumo_gap_ha": 0.337
}